(1)
Density functional theory data (the ωB97M-V functional and the def2-TZVPD basis) for a cluster of 11 separate species, H22O11 in total.

Output
E_LUMO: -0.4 eV
SMILES: O.O.O.O.O.O.O.O.O.O.O
highest occupied orbital energy: -10.93 eV
relative energy (zero: lowest compared OMol25 entry of this formula, charge and spin): 91.9 kcal/mol
Kohn-Sham gap: 10.54 eV
E: -22877.527 eV

Each atom is followed by the atoms it is bonded to, with distances in Å.
Atoms and positions in Å:
1 H -1.280 -0.625 -0.124  O23 0.964
2 H 0.220 -0.572 0.115  O23 0.964
3 H 0.111 2.198 1.163  O24 0.964
4 H 1.466 1.566 0.891  O24 0.964
5 H -1.556 2.166 -1.162  O25 0.964
6 H -0.927 1.364 -2.290  O25 0.964
7 H 2.823 1.181 -1.821  O26 0.964
8 H 3.539 0.386 -0.741  O26 0.964
9 H -3.002 -0.866 -0.137  O27 0.964
10 H -3.787 -1.939 -0.874  O27 0.964
11 H 2.914 2.484 0.576  O28 0.964
12 H 2.458 3.669 -0.259  O28 0.964
13 H -5.951 -0.293 -1.581  O29 0.964
14 H -5.526 0.224 -0.216  O29 0.964
15 H 1.746 -2.868 -1.641  O30 0.964
16 H 1.670 -2.619 -3.139  O30 0.964
17 H -2.507 -0.690 2.853  O31 0.964
18 H -3.507 0.217 2.154  O31 0.964
19 H 2.573 0.370 0.590  O32 0.964
20 H 1.828 -0.325 1.717  O32 0.964
21 H 3.008 -2.786 2.278  O33 0.964
22 H 4.260 -2.233 1.618  O33 0.964
23 O -0.560 -1.107 0.298  H1 0.964, H2 0.964
24 O 0.599 1.705 0.494  H3 0.964, H4 0.964
25 O -1.088 2.269 -1.999  H5 0.964, H6 0.964
26 O 2.765 0.362 -1.315  H7 0.964, H8 0.964
27 O -3.711 -1.507 -0.016  H9 0.964, H10 0.964
28 O 3.135 3.400 0.372  H11 0.964, H12 0.964
29 O -6.025 0.474 -1.002  H13 0.964, H14 0.964
30 O 2.107 -3.172 -2.481  H15 0.964, H16 0.964
31 O -3.194 -0.037 3.030  H17 0.964, H18 0.964
32 O 2.033 -0.406 0.779  H19 0.964, H20 0.964
33 O 3.363 -1.988 1.871  H21 0.964, H22 0.964


(2)
Density functional theory data (the ωB97M-V functional and the def2-TZVPD basis) for a cluster of 17 separate species, H35O17 in total.

Output
E_LUMO: -2.6 eV
highest occupied orbital energy: -13.05 eV
relative energy (zero: lowest compared OMol25 entry of this formula, charge and spin): 91.7 kcal/mol
Kohn-Sham gap: 10.43 eV
charge: +1
E: -35368.345 eV

Each atom is followed by the atoms it is bonded to, with distances in Å.
Atoms and positions in Å:
1 O 0.832 -2.839 3.190  H2 0.971, H3 0.960
2 H 1.444 -2.602 3.906  O1 0.971
3 H 0.760 -3.795 3.146  O1 0.960
4 O 2.824 2.198 -1.071  H5 0.967, H6 0.957
5 H 2.498 3.053 -1.387  O4 0.967
6 H 2.123 1.554 -1.173  O4 0.957
7 O -1.958 2.690 -3.288  H8 0.953, H9 0.967
8 H -2.781 3.050 -3.608  O7 0.953
9 H -1.720 2.989 -2.400  O7 0.967
10 O -1.898 -2.927 2.150  H11 0.978, H12 0.977
11 H -1.365 -3.272 2.894  O10 0.978
12 H -1.374 -2.155 1.859  O10 0.977
13 O 2.678 0.444 1.264  H14 0.983, H51 0.989
14 H 2.908 0.589 2.209  O13 0.983
15 O 1.879 0.631 -3.708  H16 0.958, H17 0.967
16 H 1.769 0.982 -4.593  O15 0.958
17 H 2.268 1.321 -3.153  O15 0.967
18 O 4.903 1.936 0.673  H19 0.963, H20 0.952
19 H 4.376 2.372 -0.006  O18 0.963
20 H 5.190 1.080 0.370  O18 0.952
21 O 0.349 -0.802 1.119  H22 0.962, H23 0.948
22 H 1.219 -0.435 0.935  O21 0.962
23 H -0.260 -0.971 0.412  O21 0.948
24 O 0.322 0.130 -1.822  H26 1.021, H52 0.970
25 H -4.429 -3.190 0.795  O45 0.970
26 H 0.809 0.285 -2.706  O24 1.021
27 O -1.158 2.499 -0.742  H28 0.973, H29 0.963
28 H -0.550 1.808 -1.059  O27 0.973
29 H -0.540 2.922 -0.136  O27 0.963
30 O -1.764 -1.038 3.638  H31 0.971, H32 0.952
31 H -0.864 -1.319 3.407  O30 0.971
32 H -1.965 -0.134 3.415  O30 0.952
33 O -2.936 0.472 -0.134  H34 0.984, H35 1.021
34 H -2.772 1.441 -0.120  O33 0.984
35 H -1.982 0.230 -0.405  O33 1.021
36 O 3.059 -1.998 -1.930  H37 0.947, H38 0.948
37 H 3.685 -2.065 -1.223  O36 0.947
38 H 3.015 -1.371 -2.639  O36 0.948
39 O -4.332 -1.751 -1.036  H40 0.993, H47 0.977
40 H -3.724 -1.377 -1.727  O39 0.993
41 H -3.743 -1.958 0.148  O45 1.189
42 O 2.558 2.264 3.960  H43 0.959, H44 0.955
43 H 2.833 3.142 3.688  O42 0.959
44 H 3.271 1.843 4.437  O42 0.955
45 O -4.237 -2.316 1.169  H25 0.970, H41 1.189, H46 1.028
46 H -3.609 -2.161 1.968  O45 1.028
47 H -4.908 -1.025 -0.725  O39 0.977
48 O -2.466 -0.253 -2.869  H49 0.951, H50 0.948
49 H -1.540 -0.342 -2.669  O48 0.951
50 H -2.788 0.299 -3.569  O48 0.948
51 H 3.431 0.588 0.639  O13 0.989
52 H 0.661 -0.717 -1.492  O24 0.970


(3)
Density functional theory data (the ωB97M-V functional and the def2-TZVPD basis) for a cluster of 2 separate species, C4H8NO3 in total.

Output
E_LUMO (alpha / beta): -4.4 / -4.9 eV
highest occupied orbital energy (alpha / beta): -13.53 / -12.42 eV
relative energy (zero: lowest compared OMol25 entry of this formula, charge and spin): 135.9 kcal/mol
Kohn-Sham gap (alpha / beta): 9.12 / 7.50 eV
charge: +1
E: -11897.706 eV

Each atom is followed by the atoms it is bonded to, with distances in Å.
Atoms and positions in Å:
1 C 2.899 1.635 0.598  C2 1.508, O6 1.186, H9 1.111
2 C 1.605 0.877 0.438  C1 1.508, C3 1.284, O7 1.357
3 C 1.334 -0.248 0.994  C2 1.284, O8 1.263
4 C -1.289 -0.684 0.264  N5 1.460, H10 1.128, H11 1.083
5 N -1.278 -0.493 -1.183  C4 1.460, H12 0.989, H13 1.100, H14 1.006
6 O 3.275 2.460 -0.165  C1 1.186
7 O 0.928 1.388 -0.621  C2 1.357, H15 1.012
8 O 1.634 -1.046 1.927  C3 1.263, H16 0.936
9 H 3.397 1.602 1.591  C1 1.111
10 H -1.741 -1.637 0.664  C4 1.128
11 H -1.634 0.142 0.873  C4 1.083
12 H -0.379 -0.703 -1.537  N5 0.989
13 H -1.352 0.593 -1.343  N5 1.100
14 H -2.112 -0.813 -1.646  N5 1.006
15 H 1.622 2.014 -1.007  O7 1.012
16 H 1.539 -0.644 2.767  O8 0.936


(4)
Density functional theory data (the ωB97M-V functional and the def2-TZVPD basis) for an isolated molecule of C21H24ClN3O2.

Output
E_LUMO: 0.5 eV
SMILES: CCC(=O)N1CCN(c2ccccc2NC(=O)Cc2ccc(Cl)cc2)CC1
highest occupied orbital energy: -8.43 eV
relative energy (zero: lowest compared OMol25 entry of this formula, charge and spin): 14.4 kcal/mol
Kohn-Sham gap: 8.90 eV
E: -43255.720 eV

Each atom is followed by the atoms it is bonded to, with distances in Å.
Atoms and positions in Å:
1 C 0.489 5.322 -3.164  H2 1.087, H3 1.088, C4 1.529, H51 1.088
2 H 1.315 5.023 -3.804  C1 1.087
3 H -0.317 4.602 -3.284  C1 1.088
4 C 0.962 5.402 -1.712  C1 1.529, C5 1.519, H49 1.091, H50 1.090
5 C 1.578 4.087 -1.268  C4 1.519, O6 1.217, N7 1.357
6 O 2.783 3.918 -1.293  C5 1.217
7 N 0.744 3.107 -0.836  C5 1.357, C8 1.443, C41 1.449
8 C -0.699 3.103 -0.825  N7 1.443, H9 1.087, C10 1.535, H48 1.098
9 H -1.100 4.063 -1.137  C8 1.087
10 C -1.221 1.996 -1.751  C8 1.535, N11 1.448, H46 1.092, H47 1.103
11 N -0.702 0.729 -1.280  C10 1.448, C12 1.419, C40 1.458
12 C -1.330 -0.448 -1.763  N11 1.419, C13 1.387, C17 1.407
13 C -1.964 -0.533 -2.993  C12 1.387, C14 1.385, H39 1.079
14 C -2.562 -1.716 -3.397  C13 1.385, C15 1.383, H38 1.080
15 C -2.523 -2.827 -2.575  C14 1.383, C16 1.384, H37 1.079
16 C -1.913 -2.758 -1.335  C15 1.384, C17 1.387, H36 1.077
17 C -1.328 -1.572 -0.916  C12 1.407, C16 1.387, N18 1.399
18 N -0.752 -1.403 0.348  C17 1.399, C19 1.360, H35 1.013
19 C -0.464 -2.338 1.293  N18 1.360, O20 1.207, C21 1.535
20 O -0.638 -3.526 1.167  C19 1.207
21 C 0.112 -1.692 2.562  C19 1.535, C22 1.500, H33 1.094, H34 1.092
22 C 0.680 -2.729 3.485  C21 1.500, C23 1.390, C27 1.388
23 C -0.166 -3.617 4.138  C22 1.390, C24 1.382, H32 1.079
24 C 0.342 -4.600 4.965  C23 1.382, C25 1.385, H31 1.079
25 C 1.712 -4.696 5.143  C24 1.385, C26 1.385, Cl30 1.730
26 C 2.573 -3.824 4.498  C25 1.385, C27 1.383, H29 1.079
27 C 2.051 -2.849 3.668  C22 1.388, C26 1.383, H28 1.081
28 H 2.724 -2.173 3.160  C27 1.081
29 H 3.639 -3.911 4.641  C26 1.079
30 Cl 2.356 -5.917 6.185  C25 1.730
31 H -0.318 -5.290 5.468  C24 1.079
32 H -1.232 -3.543 3.990  C23 1.079
33 H -0.707 -1.159 3.053  C21 1.094
34 H 0.880 -0.968 2.281  C21 1.092
35 H -0.571 -0.428 0.557  N18 1.013
36 H -1.891 -3.615 -0.683  C16 1.077
37 H -2.978 -3.752 -2.893  C15 1.079
38 H -3.048 -1.766 -4.360  C14 1.080
39 H -1.985 0.324 -3.649  C13 1.079
40 C 0.754 0.727 -1.361  N11 1.458, C41 1.528, H44 1.091, H45 1.102
41 C 1.299 1.826 -0.449  N7 1.449, C40 1.528, H42 1.091, H43 1.097
42 H 2.384 1.894 -0.531  C41 1.091
43 H 1.023 1.621 0.592  C41 1.097
44 H 1.138 -0.247 -1.054  C40 1.091
45 H 1.090 0.918 -2.393  C40 1.102
46 H -2.312 1.968 -1.715  C10 1.092
47 H -0.901 2.220 -2.783  C10 1.103
48 H -1.040 2.895 0.198  C8 1.098
49 H 1.754 6.149 -1.642  C4 1.091
50 H 0.149 5.705 -1.051  C4 1.090
51 H 0.132 6.295 -3.495  C1 1.088